Computed, not measured: C4H11NOS in the gas phase, with wB97M-V/def2-TZVPD.

Each line ends with the natural charge from an NBO analysis.
Geometry (Å):
C  2.67780  -0.19928  0.03455  -0.65
C  1.50141  -1.07684  -0.19617  -0.65
S  0.13642  -0.13027  -0.12148  1.63
N  0.43179  1.06353  1.01738  -0.98
O  -0.26288  1.22798  -1.40612  -0.98
C  -1.27236  -0.84752  0.38175  -0.73
C  -2.65419  -0.30055  0.22515  -0.64
H  3.04898  0.42989  -0.87307  0.19
H  2.39760  0.52582  0.78966  0.23
H  3.60473  -0.64266  0.35108  0.23
H  1.53323  -1.69066  -1.05910  0.23
H  0.65405  1.83266  0.46053  0.39
H  -0.57392  1.23435  1.30730  0.39
H  -1.20021  1.03482  -1.71362  0.47
H  -1.12456  -1.91323  0.12288  0.23
H  -3.15669  -0.55369  1.10782  0.22
H  -2.57141  0.85684  0.09181  0.20
H  -3.16981  -0.85118  -0.52037  0.21

HOMO level (alpha / beta) = -7.7 / -7.7 eV
SMILES string = CC=S(N)(O)=CC
Relative energy (zero: lowest compared OMol25 entry of this formula, charge and spin) = 153.0 kcal/mol

Computed, not measured: 4 unconnected molecules or ions with the total composition H6IO3, with wB97M-V/def2-TZVPD.

Each line ends with the natural charge from an NBO analysis.
Geometry (Å):
I  -1.25930  1.61860  0.75600  -0.91
O  1.42170  -0.13040  1.99800  -0.97
H  0.59970  0.36560  2.01300  0.49
H  2.05670  0.59960  1.94900  0.45
O  -1.74330  -0.90840  -1.61100  -0.98
H  -1.77030  -0.31740  -0.83000  0.50
H  -1.61630  -1.80540  -1.29300  0.45
O  1.06770  0.21660  -1.22200  -0.98
H  0.71370  0.88760  -0.60600  0.49
H  0.52970  -0.52640  -1.15400  0.47

HOMO level = -4.4 eV
Relative energy (zero: lowest compared OMol25 entry of this formula, charge and spin) = 8.3 kcal/mol
Total charge = -1

Computed, not measured: a molecular structure, NOSSeTcTe4, with wB97M-V/def2-TZVPD.

Each line ends with the natural charge from an NBO analysis.
Geometry (Å):
Tc  1.61150  0.94535  0.88333  0.74
Te  -1.97158  1.14359  0.32306  0.18
Te  -3.23932  -0.54439  -1.41555  -0.12
Te  -2.08505  -2.72694  -0.26423  -0.10
Te  0.46833  -2.33964  -1.02382  0.50
Se  3.84031  1.41049  0.73375  -0.65
O  0.51895  1.74037  1.95733  -0.74
S  0.09511  0.86784  -0.94293  0.32
N  0.76176  -0.49668  -0.25094  -1.14

HOMO level (alpha / beta) = -3.3 / -3.8 eV
2S+1 = 2
Total charge = -1

Computed, not measured: a molecular structure, C41H48N9OPtSSb, with wB97M-V/def2-TZVPD.

Each line ends with the Mulliken spin population.
Geometry (Å):
Pt  0.85879  1.10038  1.36771  1.36
C  -4.67718  0.43655  3.06631  0.00
N  -3.42800  0.98284  2.59365  0.00
C  -2.19774  0.46476  2.64958  0.00
N  -1.33549  1.31144  2.10628  0.06
C  -2.11165  2.35574  1.72844  0.01
N  -3.37313  2.17551  2.00713  0.00
C  -5.36109  -0.42821  2.02860  0.00
C  -6.72583  -0.28546  1.79769  0.00
C  -7.35505  -1.02274  0.80465  0.00
C  -6.63916  -1.93664  0.05422  0.00
C  -5.28345  -2.11941  0.32006  0.00
C  -4.64395  -1.35784  1.29751  0.00
C  -4.51718  -3.09784  -0.40677  0.00
N  -4.91078  -3.87339  -1.37328  0.00
N  -3.87924  -4.61304  -1.74586  0.00
C  -2.86507  -4.28574  -1.00112  0.00
O  -3.20773  -3.30930  -0.12268  0.00
C  -1.51775  -4.79509  -1.06310  0.00
C  -1.10895  -5.56574  -2.15005  0.00
C  0.20847  -5.97481  -2.22869  0.00
C  1.11433  -5.62600  -1.23650  0.00
C  0.70636  -4.87615  -0.14012  0.00
C  1.67605  -4.52329  0.96720  0.00
N  1.36563  -3.23968  1.54245  0.01
C  1.41834  -2.03489  0.97139  -0.01
N  0.92439  -1.13435  1.81219  0.13
C  0.58087  -1.85877  2.90442  -0.01
N  0.83665  -3.12915  2.75566  0.01
C  -0.61286  -4.46260  -0.05683  0.00
H  -5.32538  1.28205  3.30860  0.00
H  -4.47611  -0.13480  3.97840  0.00
H  -1.94992  -0.48267  3.08611  0.00
H  -1.74088  3.25322  1.27721  0.00
H  -7.30066  0.40077  2.40169  0.00
H  -8.40566  -0.87119  0.61541  0.00
H  -7.10438  -2.52923  -0.71683  0.00
H  -3.58924  -1.50648  1.47741  0.00
H  -1.82722  -5.82698  -2.91141  0.00
H  0.54007  -6.55833  -3.07322  0.00
H  2.13885  -5.95206  -1.31269  0.00
H  2.70272  -4.52006  0.59420  0.00
H  1.60042  -5.25930  1.77372  0.00
H  1.79364  -1.83392  -0.01155  0.01
H  0.16099  -1.44256  3.79693  0.00
H  -0.96174  -3.88776  0.78827  0.00
C  6.07086  1.60252  0.03065  0.00
C  4.69615  0.96081  0.08007  0.00
C  4.04731  0.91772  -1.29256  -0.01
Sb  3.31621  1.93465  1.50507  0.13
C  3.35858  4.14482  1.20352  0.01
C  2.53891  4.47043  -0.03253  0.01
C  4.76179  4.70345  1.10803  0.01
C  4.12569  1.35998  3.49224  0.02
C  4.04244  -0.15352  3.58867  0.01
C  5.53060  1.85945  3.75146  0.01
H  6.77400  0.92572  -0.45199  0.00
H  6.45423  1.82227  1.02351  0.00
H  6.05120  2.52376  -0.54591  0.00
H  4.77687  -0.05664  0.47541  0.00
H  3.98986  1.91778  -1.71624  0.00
H  3.03813  0.50540  -1.23902  0.00
H  4.63988  0.30683  -1.97246  0.00
H  2.85230  4.52604  2.09620  0.01
H  3.04213  4.12570  -0.93455  0.00
H  2.40821  5.54832  -0.11897  0.00
H  1.55203  4.00754  0.01794  -0.01
H  5.22319  4.43432  0.16044  0.00
H  5.39652  4.36376  1.92382  0.00
H  4.71998  5.79088  1.15985  0.00
H  3.42597  1.81218  4.20101  0.02
H  4.69222  -0.63319  2.85687  0.00
H  3.01929  -0.49833  3.43596  -0.01
H  4.36353  -0.48248  4.57480  0.00
H  6.25421  1.32596  3.13931  0.00
H  5.78966  1.68273  4.79385  0.00
H  5.62291  2.92861  3.57528  0.00
N  0.11938  1.57570  -0.70684  0.17
S  -0.73148  0.48580  -1.53322  0.02
C  -0.05554  0.63950  -3.22262  0.01
C  1.04685  1.44139  -3.44861  0.00
C  1.59508  1.48939  -4.72045  0.00
C  1.04426  0.73123  -5.74243  0.00
C  -0.06302  -0.06827  -5.49833  0.00
C  -0.61490  -0.12893  -4.22808  0.00
C  -2.37653  1.20322  -1.79243  -0.01
C  -3.46996  0.44602  -1.40714  0.01
C  -4.74393  0.96298  -1.57051  0.00
C  -4.91612  2.22535  -2.11544  0.00
C  -3.81344  2.98020  -2.48677  0.00
C  -2.53412  2.47091  -2.32974  0.00
H  -0.25201  2.51827  -0.78644  -0.01
H  1.47031  2.00567  -2.63134  0.00
H  2.45847  2.11141  -4.90510  0.00
H  1.47913  0.76745  -6.73041  0.00
H  -0.48879  -0.65680  -6.29549  0.00
H  -1.46309  -0.76407  -4.02148  0.00
H  -3.32995  -0.53750  -0.98698  0.00
H  -5.59203  0.37097  -1.26695  0.00
H  -5.90866  2.62623  -2.25040  0.00
H  -3.95402  3.96820  -2.89751  0.00
H  -1.67482  3.05042  -2.63737  0.00

HOMO level (alpha / beta) = -12.7 / -12.7 eV
2S+1 = 3
Relative energy (zero: lowest compared OMol25 entry of this formula, charge and spin) = 0.3 kcal/mol
Total charge = +2

Computed, not measured: a gas-phase ion, C3H8NOS (charge +1), with wB97M-V/def2-TZVPD.

Each line ends with the natural charge from an NBO analysis.
Geometry (Å):
C  1.52767  1.75717  -0.11633  -0.02
C  -0.16644  0.00483  0.35448  0.13
C  -0.67940  -1.69965  -1.72706  -0.72
N  -0.44694  0.29284  1.81225  -0.73
O  0.61136  0.84675  -0.30044  -0.37
S  -1.54608  -0.74499  -0.45426  0.25
H  1.74989  2.17855  0.85176  0.16
H  2.10735  2.00604  -0.98461  0.21
H  -0.16420  -1.01628  -2.39406  0.24
H  -1.43920  -2.24938  -2.27531  0.26
H  0.01317  -2.38513  -1.24915  0.24
H  -0.93165  -0.53794  2.18116  0.47
H  -1.06571  1.10648  1.96871  0.44
H  0.43017  0.44072  2.33287  0.45

HOMO level (alpha / beta) = -12.1 / -12.3 eV
Relative energy (zero: lowest compared OMol25 entry of this formula, charge and spin) = 81.4 kcal/mol
Total charge = +1

Computed, not measured: 5 unconnected molecules or ions with the total composition F6H4N4O9P, with wB97M-V/def2-TZVPD.

Each line ends with the natural charge from an NBO analysis.
Geometry (Å):
N  14.66391  3.59912  -5.92569  -0.90
H  14.48579  2.87592  -5.24352  0.46
H  15.62424  3.81653  -6.15064  0.47
H  14.11101  4.41653  -5.71067  0.43
H  14.30512  3.18293  -6.77313  0.43
N  11.63786  5.19494  -5.07436  0.71
O  11.60649  3.97510  -5.08336  -0.29
O  12.72123  5.80753  -5.15007  -0.41
O  10.59648  5.76609  -5.15053  -0.35
N  18.30397  4.52222  -5.74305  0.73
O  17.39543  3.81897  -6.23727  -0.61
O  17.96019  5.49016  -5.02541  -0.57
O  19.39622  4.46702  -6.20605  -0.50
N  13.11496  2.74794  -9.11468  0.73
O  13.99576  2.44835  -8.38379  -0.45
O  12.98078  2.25392  -10.25669  -0.49
O  12.27204  3.49717  -8.78824  -0.40
P  15.12505  1.11766  -2.85057  2.60
F  13.51911  1.62166  -2.95408  -0.64
F  15.42783  2.63903  -3.41581  -0.60
F  15.20842  1.66363  -1.34475  -0.57
F  16.66691  0.64318  -3.07395  -0.57
F  14.49669  -0.31714  -2.49357  -0.59
F  14.81590  0.64173  -4.33411  -0.61

HOMO level (alpha / beta) = -2.9 / -2.9 eV
2S+1 = 2
Relative energy (zero: lowest compared OMol25 entry of this formula, charge and spin) = 11.0 kcal/mol
Total charge = -2

Computed, not measured: 2 unconnected molecules or ions with the total composition C2H4BrN, with wB97M-V/def2-TZVPD.

Each line ends with the natural charge from an NBO analysis.
Geometry (Å):
C  -1.64830  -0.41328  0.23313  0.27
C  1.13029  0.87720  -0.52420  -0.64
N  -2.24079  -1.15680  0.85177  -0.72
Br  2.63947  -0.20593  0.24338  -0.11
H  1.15468  0.32513  -1.69678  0.24
H  0.38137  0.53103  0.29677  0.27
H  1.53461  1.90162  -0.55712  0.22
H  -2.95134  -1.85898  1.15306  0.46

HOMO level = -9.6 eV
Relative energy (zero: lowest compared OMol25 entry of this formula, charge and spin) = 52.3 kcal/mol

Computed, not measured: 2 unconnected molecules or ions with the total composition C11H21F3O5S, with wB97M-V/def2-TZVPD.

Each line ends with the natural charge from an NBO analysis.
Geometry (Å):
C  -1.18870  -0.60588  -2.81064  -0.28
O  -0.37769  -0.93645  -1.63992  -0.56
C  -0.72586  0.03682  -0.63104  -0.07
C  0.49173  0.42039  0.32899  -0.42
C  1.52383  -0.77948  0.59707  -0.41
C  2.67847  -0.18432  1.54881  -0.43
C  4.05240  -0.98316  1.48480  -0.10
O  4.22806  -1.83935  2.65367  -0.68
S  5.83349  -2.21651  2.92847  1.69
O  5.93848  -3.09435  4.15392  -0.85
O  6.66532  -0.77225  3.42343  -0.69
C  8.03544  -0.89727  3.11484  1.16
F  8.25567  -1.66566  1.94323  -0.33
F  8.49698  0.39894  2.80414  -0.32
F  8.79937  -1.41506  4.16598  -0.30
H  -2.21840  -0.16744  -2.50638  0.20
H  -1.43334  -1.53296  -3.43456  0.20
H  -0.58859  0.15000  -3.43591  0.18
H  -1.57466  -0.40742  0.00819  0.17
H  -1.10869  1.02620  -1.07712  0.18
H  1.04398  1.34001  -0.08030  0.20
H  0.05426  0.71490  1.34881  0.21
H  1.91063  -1.20859  -0.38027  0.22
H  0.91949  -1.61427  1.09772  0.21
H  2.22585  -0.13751  2.60309  0.23
H  2.81850  0.91059  1.22907  0.22
H  4.92407  -0.23250  1.46022  0.20
H  4.17541  -1.61553  0.53480  0.20
C  -6.61652  0.91442  -1.35756  -0.43
C  -5.81803  2.13982  -0.97007  -0.43
C  -4.43217  1.78428  -1.47203  -0.07
O  -4.60920  0.93805  -2.61674  -0.54
C  -5.98364  0.53202  -2.68123  -0.07
H  -7.68958  1.09557  -1.43549  0.22
H  -6.45597  0.11894  -0.62266  0.20
H  -6.19713  3.01483  -1.50769  0.20
H  -5.84065  2.35993  0.09834  0.22
H  -3.87001  1.21891  -0.72046  0.16
H  -3.84942  2.66447  -1.75340  0.19
H  -6.45239  1.06708  -3.51413  0.17
H  -6.04082  -0.54022  -2.87999  0.19

HOMO level = -9.8 eV

Copy entry 2 word for word.
Computed, not measured: 4 unconnected molecules or ions with the total composition H6IO3, with wB97M-V/def2-TZVPD.

Each line ends with the natural charge from an NBO analysis.
Geometry (Å):
I  -1.25930  1.61860  0.75600  -0.91
O  1.42170  -0.13040  1.99800  -0.97
H  0.59970  0.36560  2.01300  0.49
H  2.05670  0.59960  1.94900  0.45
O  -1.74330  -0.90840  -1.61100  -0.98
H  -1.77030  -0.31740  -0.83000  0.50
H  -1.61630  -1.80540  -1.29300  0.45
O  1.06770  0.21660  -1.22200  -0.98
H  0.71370  0.88760  -0.60600  0.49
H  0.52970  -0.52640  -1.15400  0.47

HOMO level = -4.4 eV
Relative energy (zero: lowest compared OMol25 entry of this formula, charge and spin) = 8.3 kcal/mol
Total charge = -1